Record 1
50
Properties=species:S:1:pos:R:3:forces:R:3:lowdin_charge:R:1 method="wB97M-V/def2-TZVPD" multiplicity=1 charge=-1 fmax_ev_per_a=2.03 de_lowest_kj_mol=0.0 total_energy_ev=-35347.4372
O -3.444 1.494 2.281 -0.456 -0.207 0.354 -0.055
H -4.090 0.965 2.772 0.114 0.164 -0.285 0.050
H -2.611 1.151 2.625 0.255 0.048 -0.237 0.014
O 0.279 1.477 0.177 0.706 -1.097 -0.396 -0.067
H 0.010 0.585 -0.213 -0.386 1.292 0.564 0.054
H -0.483 2.061 0.200 -0.252 -0.011 -0.270 0.040
O -0.809 -4.018 -0.661 -0.083 0.258 -0.371 -0.073
H -0.175 -4.699 -0.901 0.036 -0.066 0.306 0.041
H -0.469 -3.547 0.127 0.001 -0.449 0.380 0.001
O -2.095 -1.254 1.876 0.176 -0.385 -1.604 -0.155
H -2.550 -2.048 1.535 -0.140 0.380 0.662 0.050
H -1.642 -0.985 0.921 -0.485 0.178 1.183 0.005
O -1.105 -0.677 -0.348 -0.311 -0.040 -0.527 -0.319
H -1.674 -1.149 -0.969 0.086 -0.357 0.072 0.044
O 3.962 -0.378 0.322 0.656 -0.257 0.186 -0.069
H 3.886 0.543 0.018 -0.337 -0.228 -0.601 0.033
H 4.894 -0.544 0.468 0.246 0.109 0.076 0.050
O -0.943 3.929 2.599 -0.032 -0.161 0.141 -0.092
H -1.095 3.988 1.651 -0.217 0.222 -0.272 -0.023
H -0.902 2.965 2.739 0.207 0.354 0.226 -0.023
O -2.757 1.333 -0.612 0.555 -0.948 0.136 -0.114
H -3.300 1.213 0.178 -0.099 0.305 0.260 0.021
H -2.106 0.543 -0.505 -0.642 1.105 -0.158 0.005
O -1.452 0.490 -3.259 0.663 -1.233 0.139 -0.073
H -1.837 1.368 -3.274 -0.020 -0.099 0.950 0.027
H -1.267 0.115 -2.354 -0.452 1.381 -1.244 0.014
O 3.579 -2.327 -2.039 -0.433 -0.589 0.833 -0.075
H 3.745 -1.887 -1.195 0.603 0.695 -0.121 -0.004
H 2.685 -2.619 -1.790 -0.046 0.077 -0.746 0.003
O -1.918 3.899 -0.186 0.572 0.207 -0.177 -0.068
H -2.204 3.012 -0.472 -0.367 -0.243 0.028 -0.010
H -2.711 4.426 -0.100 -0.223 0.023 0.097 0.046
O -0.015 -2.925 1.915 -0.328 0.005 -0.808 -0.109
H 0.724 -2.451 1.495 -0.313 0.185 0.545 -0.002
H -0.731 -2.225 1.941 0.660 -0.588 0.398 -0.007
O 2.673 1.365 -1.211 -0.041 0.731 0.905 -0.083
H 2.443 1.057 -2.099 -0.034 -0.426 0.000 -0.001
H 1.858 1.490 -0.678 0.359 0.110 -0.747 0.009
O 1.846 -0.972 1.769 -1.451 -0.893 1.112 -0.050
H 1.925 -0.068 1.476 0.948 -0.130 -0.524 0.022
H 2.548 -1.576 1.517 0.505 1.168 -0.435 0.042
O 2.355 -0.029 -3.546 0.050 0.851 -0.709 -0.063
H 1.913 -0.824 -3.231 -0.288 -0.163 0.213 0.008
H 1.746 0.455 -4.129 0.044 -0.569 0.360 0.060
O 0.777 -1.813 -1.754 0.129 -0.287 0.097 -0.084
H 0.449 -2.708 -1.583 -0.216 0.033 -0.271 0.011
H 0.198 -1.302 -1.134 0.283 -0.045 -0.170 -0.008
O -0.052 1.369 2.800 0.211 -0.748 -0.678 -0.076
H 0.272 1.270 1.858 -0.398 0.522 0.798 0.015
H -0.329 0.465 2.983 -0.016 -0.185 0.328 0.040



Record 2
52
Properties=species:S:1:pos:R:3:forces:R:3:lowdin_charge:R:1 method="wB97M-V/def2-TZVPD" multiplicity=1 charge=+1 fmax_ev_per_a=0.84 total_energy_ev=-36012.0370
Rb -0.234 0.090 -0.174 -0.136 -0.418 0.030 1.050
O 1.666 5.233 -0.537 0.366 0.104 -0.179 -0.044
H 1.329 4.365 -0.316 -0.328 -0.190 0.423 -0.029
H 1.091 5.542 -1.238 -0.129 0.227 -0.154 0.034
O 0.525 -4.211 -1.171 0.088 -0.287 -0.346 -0.050
H 0.352 -3.686 -0.389 -0.027 0.180 0.583 -0.031
H 0.048 -3.763 -1.870 -0.017 0.130 -0.356 0.000
O -2.545 -2.003 2.429 -0.097 -0.549 -0.392 -0.035
H -2.259 -1.151 2.760 0.353 0.519 0.416 -0.012
H -3.467 -1.875 2.202 -0.229 -0.242 0.081 0.046
O -2.158 -2.287 -1.413 0.185 0.478 0.011 -0.062
H -2.301 -3.157 -1.041 0.133 -0.426 0.125 0.055
H -3.030 -1.994 -1.678 -0.296 0.058 -0.144 0.038
O -2.483 3.344 -3.322 -0.230 0.308 0.120 -0.045
H -2.434 2.401 -3.162 0.153 -0.325 0.117 -0.028
H -1.590 3.594 -3.559 0.164 0.107 -0.134 0.031
O -2.229 3.052 2.155 0.163 -0.326 0.159 -0.018
H -2.445 3.606 2.905 -0.085 0.304 0.324 0.081
H -3.062 2.928 1.700 -0.214 0.153 -0.238 0.063
O 0.116 2.995 0.637 -0.026 -0.085 -0.726 -0.099
H -0.487 3.301 1.315 -0.520 0.303 0.023 0.019
H 0.769 2.479 1.111 0.780 -0.189 0.231 -0.025
O 1.802 -1.637 3.536 -0.253 0.265 -0.360 -0.034
H 1.687 -1.477 4.473 -0.068 -0.024 0.277 0.049
H 2.201 -2.506 3.488 0.343 -0.292 -0.022 0.056
O -3.040 0.335 0.397 0.178 0.217 0.197 -0.115
H -3.631 -0.419 0.389 -0.055 -0.301 -0.038 0.040
H -3.621 1.095 0.388 -0.213 0.193 -0.238 0.049
O -1.416 0.384 3.240 0.303 -0.224 -0.138 -0.034
H -0.871 0.823 3.893 -0.007 -0.092 0.387 0.062
H -1.843 1.098 2.765 -0.281 0.562 -0.277 0.004
O -2.309 0.458 -3.274 -0.015 0.068 0.291 -0.041
H -2.945 0.514 -3.988 -0.217 0.035 -0.347 0.062
H -2.069 -0.468 -3.238 0.249 -0.343 -0.012 0.032
O 3.978 -2.212 -1.641 0.035 0.035 0.284 -0.027
H 4.585 -1.642 -2.112 0.290 0.133 -0.146 0.047
H 3.115 -1.982 -1.987 -0.393 -0.164 -0.087 0.018
O 1.668 1.209 1.997 -0.303 0.074 -0.202 -0.069
H 2.521 0.911 2.313 0.462 -0.222 -0.025 0.073
H 1.152 1.347 2.791 -0.084 -0.163 0.306 0.042
O 1.177 -2.539 -4.042 -0.252 0.201 0.267 -0.039
H 1.728 -1.767 -4.173 0.092 0.203 -0.210 0.026
H 1.763 -3.281 -4.191 0.145 -0.355 -0.016 0.047
O 1.497 1.610 -1.713 -0.011 -0.264 -0.064 -0.145
H 2.073 1.786 -2.457 0.218 0.016 -0.188 0.056
H 1.160 2.470 -1.463 -0.131 0.398 0.171 0.002
O -0.043 -2.697 1.164 0.339 0.270 -0.552 -0.088
H -0.908 -2.653 1.572 -0.750 -0.052 0.305 0.008
H 0.545 -2.303 1.808 0.369 0.048 0.486 0.012
O 4.871 -1.726 1.286 -0.129 0.233 0.504 -0.057
H 4.266 -1.700 0.544 -0.112 -0.198 -0.461 -0.010
H 5.735 -1.834 0.888 0.200 -0.088 -0.066 0.033



Record 3
58
Properties=species:S:1:pos:R:3:forces:R:3:lowdin_spin:R:1 method="wB97M-V/def2-TZVPD" multiplicity=2 fmax_ev_per_a=6.43 de_lowest_kj_mol=0.0 total_energy_ev=-82122.4061
O -1.079 4.656 -0.680 0.424 -3.614 0.703 -0.287
V -0.828 3.041 -0.412 0.209 6.416 -0.374 1.226
S -0.149 -0.177 0.048 3.671 -0.871 2.101 0.001
O -1.296 -0.968 -0.046 -3.106 -1.757 -0.182 0.000
O 0.911 -0.647 -0.829 -1.054 0.643 -0.386 0.000
O -0.546 1.176 -0.248 -0.396 2.725 -1.370 0.003
O 0.345 -0.177 1.419 -0.269 0.025 -0.721 0.000
O -3.907 -1.016 0.262 1.044 1.737 -0.099 0.000
H -4.055 -1.926 0.123 -0.628 -1.859 -0.145 0.000
H -2.923 -0.982 0.213 -0.997 0.242 0.607 0.000
O 3.305 -1.380 -0.406 0.880 0.497 0.969 0.000
H 3.405 -1.902 -1.185 0.184 -0.747 -0.775 0.000
H 2.425 -1.001 -0.453 0.238 0.045 0.197 0.000
O -1.804 -2.863 -1.556 -0.067 -0.022 -0.964 0.000
H -1.661 -2.042 -1.052 0.146 -0.650 -0.121 0.000
H -1.957 -2.476 -2.432 -0.185 -0.452 0.079 0.000
O 0.030 2.907 -2.377 -0.544 0.381 0.692 0.008
H -0.108 2.037 -2.714 0.233 -1.244 -0.641 0.001
H 0.164 3.497 -3.122 -0.033 0.256 0.108 0.000
O -2.688 2.663 -1.295 -1.522 -0.866 1.283 0.010
H -3.564 2.618 -0.832 1.179 -0.421 -0.166 0.002
H -2.867 3.308 -1.960 0.129 0.892 -1.040 0.000
O 1.074 -3.404 -0.788 1.841 1.734 0.210 0.000
H 1.179 -2.449 -1.029 0.184 -1.515 0.665 0.000
H 0.288 -3.576 -1.240 -2.389 -0.969 -1.172 0.000
O 0.514 1.809 2.921 -0.069 1.511 -0.895 0.000
H 0.424 0.985 2.394 -0.399 0.197 0.685 0.000
H 0.176 1.720 3.796 -0.045 -0.782 1.039 0.000
O 1.125 3.468 0.114 -1.596 2.533 -1.016 0.019
H 1.772 2.906 0.483 2.291 -2.193 1.120 0.001
H 1.581 4.323 -0.060 -0.817 -0.870 0.104 0.000
O 2.385 1.108 -2.038 1.483 1.074 -1.121 0.000
H 3.103 0.777 -2.620 -0.742 0.252 0.599 0.000
H 1.792 0.381 -1.921 -0.291 -0.480 0.154 0.000
O 3.104 2.042 1.123 0.088 1.564 -1.081 0.000
H 2.751 1.478 1.783 -0.369 -1.061 1.734 0.000
H 3.692 1.453 0.660 0.347 -0.285 -0.623 0.000
O 1.358 -1.623 -3.277 -0.119 0.293 0.240 0.000
H 0.450 -1.885 -3.480 0.240 -0.038 0.015 0.000
H 1.297 -1.274 -2.363 -0.209 -0.413 -1.116 0.000
O -3.118 -0.276 -2.436 2.465 1.372 0.346 0.000
H -3.869 -0.661 -2.801 -2.106 -1.083 -0.770 0.000
H -3.169 -0.394 -1.482 -0.556 -0.145 0.063 0.000
O -1.445 3.115 1.657 -1.471 1.046 -0.465 0.014
H -0.912 2.737 2.365 1.429 -0.995 0.275 0.001
H -1.969 3.809 2.109 0.324 -0.337 -0.887 0.000
O -0.182 -1.742 3.463 0.047 0.687 0.378 0.000
H -0.920 -2.223 3.050 0.182 -0.373 0.310 0.000
H 0.001 -1.110 2.750 0.048 -0.383 0.706 0.000
O 2.567 -0.211 2.606 -0.605 2.767 1.404 0.000
H 1.788 -0.103 2.049 0.431 -0.932 -0.057 0.000
H 3.024 -0.965 2.360 1.256 -2.411 -1.017 0.000
O 1.298 -3.546 1.805 0.529 -1.098 0.903 0.000
H 1.066 -3.319 0.908 0.120 0.364 -0.501 0.000
H 1.234 -2.815 2.417 -0.475 0.356 0.122 0.000
O -1.724 -2.957 1.806 -0.998 0.459 -1.059 0.000
H -1.637 -2.300 1.093 -0.269 0.094 0.715 0.000
H -1.257 -3.652 1.362 0.683 -1.298 0.237 0.000



Record 4
52
Properties=species:S:1:pos:R:3:forces:R:3:lowdin_charge:R:1 method="wB97M-V/def2-TZVPD" multiplicity=1 charge=+1 fmax_ev_per_a=1.93 de_lowest_kj_mol=0.0 total_energy_ev=-35372.3239
O -3.827 -0.419 -0.886 -0.734 0.674 0.543 -0.073
H -3.816 0.559 -0.693 0.348 -0.225 -0.645 0.020
H -4.671 -0.607 -0.451 0.001 -0.489 -0.242 0.078
O 0.266 1.973 -0.565 -1.300 1.332 -0.524 -0.065
H 0.671 1.308 -1.135 0.481 -0.192 0.068 0.008
H -0.116 2.658 -1.164 0.289 -0.904 0.566 0.078
O 1.197 -3.974 0.176 0.110 0.421 0.364 -0.069
H 1.882 -4.351 0.759 -0.567 -0.004 -0.403 0.080
H 0.324 -4.289 0.491 0.396 -0.478 -0.080 0.009
O -1.873 -1.923 0.041 -0.547 -0.048 0.210 -0.075
H -2.694 -1.534 -0.381 0.744 -0.104 0.098 0.026
H -1.140 -1.757 -0.573 -0.451 0.122 -0.078 0.012
O -0.481 -1.758 -2.320 -0.570 0.197 -0.408 -0.038
H 0.021 -2.479 -1.944 0.450 -0.628 0.004 0.042
O 2.072 1.299 3.385 -0.127 0.885 0.554 -0.043
H 1.981 2.080 2.803 0.179 -0.385 -0.555 0.038
H 2.152 1.726 4.245 0.162 -0.192 0.275 0.077
O -4.252 2.220 -0.579 0.024 0.544 -0.099 -0.058
H -4.231 2.864 -1.325 0.307 -0.560 0.269 0.044
H -3.704 2.655 0.085 -0.121 0.029 0.063 0.062
O -2.299 1.353 -3.169 0.128 -0.076 -0.101 -0.038
H -1.637 0.659 -3.166 0.148 -0.109 -0.010 0.039
H -3.105 0.930 -3.479 -0.109 -0.052 0.061 0.065
O 2.005 -0.013 -1.166 -0.472 0.399 0.824 -0.066
H 1.721 -0.896 0.219 0.061 -0.337 0.383 0.028
H 2.913 0.406 -1.069 -0.351 -0.469 -1.000 0.053
O 4.476 0.473 1.630 0.050 -0.186 -0.393 -0.056
H 4.475 0.190 2.543 -0.164 -0.081 0.229 0.048
H 3.989 -0.203 1.130 0.131 0.109 0.478 0.035
O -3.073 3.848 -2.557 0.201 -0.195 0.429 -0.053
H -2.567 3.216 -3.089 -0.092 -0.175 0.171 0.013
H -3.561 4.372 -3.176 -0.345 0.611 -0.518 0.047
O -0.941 -5.486 0.783 -0.877 0.244 0.789 -0.036
H -1.662 -5.274 1.403 0.573 0.055 -0.061 0.080
H -1.430 -5.925 0.090 0.095 -0.315 -0.606 0.060
O 2.159 3.009 1.113 -0.296 0.045 0.241 -0.049
H 2.864 3.576 0.801 0.126 0.353 -0.005 0.056
H 1.365 3.239 0.598 0.449 -0.447 0.042 0.039
O 0.392 -0.618 3.012 -0.095 0.542 -0.600 0.050
H -0.363 -0.100 2.317 0.105 -1.300 0.519 0.071
H 0.823 0.143 3.486 0.389 -0.451 -0.483 0.073
O 4.288 1.388 -0.790 -0.656 0.431 -0.006 -0.050
H 5.200 1.090 -0.785 0.114 -0.046 0.157 0.073
H 4.113 1.758 0.099 0.305 -0.445 -0.391 0.034
O 1.781 -1.457 1.039 -0.426 -0.287 0.326 -0.069
H 1.332 -2.325 0.870 0.664 0.421 -0.449 0.034
H 1.094 -1.021 2.346 -0.558 0.740 0.262 0.077
O -1.433 0.078 1.595 -0.478 0.649 -0.260 0.024
H -1.394 0.790 0.947 0.300 0.311 -0.038 0.072
H -1.767 -0.707 1.056 0.543 -0.304 0.270 0.042
H -1.282 -2.183 -2.686 0.544 0.240 0.151 0.087
H 1.763 -0.559 -1.916 0.924 0.132 -0.389 0.065